A.
Molecular formula: C5H4S3
Method: DFT, the ωB97M-V functional and the def2-TZVPD basis

The calculation puts the molar mass at 160.29 g/mol. The HOMO energy comes out at -0.3185 Eh. As for the SMILES: S=CC1=CCC(=S)S1. The LUMO energy is -0.97 eV.

Last column: natural (NBO) charge in e.
Element x y z (Å)
S  3.18  -1.57  -0.06  0.074
C  2.30  -0.23  -0.20  -0.326
C  0.80  -0.40  0.19  -0.322
C  0.13  0.80  0.04  -0.125
C  -1.44  0.66  0.24  -0.529
C  -1.62  -0.84  0.25  -0.325
S  -3.07  -1.57  -0.29  -0.024
S  -0.26  -1.74  0.39  0.550
H  2.87  0.75  -0.61  0.254
H  0.66  1.64  -0.57  0.234
H  -1.92  1.19  -0.60  0.265
H  -1.63  1.31  1.21  0.275



B.
Molecular formula: C5H4S3
Method: DFT, the ωB97M-V functional and the def2-TZVPD basis

The calculation puts the molar mass at 160.29 g/mol. The HOMO energy comes out at -0.3255 Eh. As for the SMILES: S=CC1=CCC(=S)S1. The LUMO energy is -1.11 eV.

Last column: natural (NBO) charge in e.
Element x y z (Å)
S  -2.24  2.04  1.96  0.076
C  -1.15  0.84  1.81  -0.291
C  -0.51  0.39  0.59  -0.267
C  0.35  -0.62  0.53  -0.114
C  0.94  -0.87  -0.82  -0.524
C  0.30  0.13  -1.81  -0.305
S  0.61  0.26  -3.37  0.052
S  -0.78  1.21  -0.96  0.414
H  -0.88  0.34  2.74  0.212
H  0.66  -1.17  1.41  0.227
H  0.72  -1.85  -1.20  0.259
H  2.00  -0.70  -0.88  0.261



C.
Molecular formula: C5H4S3
Method: DFT, the ωB97M-V functional and the def2-TZVPD basis

The calculation puts the molar mass at 160.29 g/mol. The HOMO energy comes out at -0.3231 Eh. As for the SMILES: S=CC1=CCC(=S)S1. The LUMO energy is -1.33 eV.

Last column: natural (NBO) charge in e.
Element x y z (Å)
S  -3.32  1.30  -0.28  0.056
C  -2.24  0.35  0.52  -0.294
C  -0.92  0.29  0.02  -0.286
C  -0.03  -0.49  0.75  -0.112
C  1.39  -0.29  0.15  -0.588
C  1.28  0.04  -1.22  -0.273
S  2.36  -0.12  -2.38  0.050
S  -0.31  0.81  -1.52  0.417
H  -2.52  -0.33  1.47  0.235
H  -0.11  -0.88  1.70  0.221
H  2.25  -1.14  0.28  0.269
H  2.18  0.46  0.52  0.305



D.
Molecular formula: C5H4S3
Method: DFT, the ωB97M-V functional and the def2-TZVPD basis

The calculation puts the molar mass at 160.29 g/mol. The HOMO energy comes out at -0.3242 Eh. As for the SMILES: C#C[C@H]1SCC(=S)S1. The LUMO energy is -0.37 eV.

Last column: natural (NBO) charge in e.
Element x y z (Å)
C  -2.90  -1.21  1.18  -0.203
C  -2.21  -0.71  0.34  -0.052
C  -1.37  -0.10  -0.69  -0.558
S  -0.92  1.63  -0.32  0.279
C  0.45  1.13  0.75  -0.626
C  1.21  -0.02  0.12  -0.308
S  2.77  -0.34  0.39  0.050
S  0.21  -1.02  -0.90  0.389
H  -3.52  -1.67  1.94  0.249
H  -1.88  -0.11  -1.63  0.268
H  0.11  0.83  1.73  0.249
H  1.11  1.99  0.91  0.264



Most stable to least stable: B, D, C, A